Entry 1:
Computed, not measured: C31H37AuCl2N5O as an isolated structure, with ωB97M-V/def2-TZVPD.

Calculated values
E: -2607.7704 Ha
Total charge: +3
Orbital gap: 6.0 eV
Molecular weight: 763.54 g/mol
Relative energy (zero: lowest compared OMol25 entry of this formula, charge and spin): 0.034 eV
Spin multiplicity: 1

Element x y z (Å)
Au: -1.1997 -1.8923 -3.3913
Cl: -4.6490 1.4465 -2.3112
C: -4.8472 -0.2436 -2.4907
C: -6.1205 -0.8281 -2.3292
C: -6.3000 -2.1755 -2.4665
Cl: -7.8635 -2.8611 -2.2656
C: -5.2001 -3.0168 -2.7747
C: -5.2553 -4.4119 -2.9363
C: -4.1136 -5.1167 -3.2343
C: -2.8999 -4.4455 -3.3767
N: -2.8146 -3.1310 -3.2305
C: -3.9445 -2.3984 -2.9294
C: -3.7622 -1.0251 -2.7914
O: -2.5120 -0.5215 -2.9579
H: -6.9596 -0.1882 -2.0940
H: -6.2042 -4.9205 -2.8273
H: -4.1328 -6.1884 -3.3640
H: -1.9915 -4.9807 -3.6124
C: 0.1914 0.4192 -0.8190
C: -0.0774 1.3383 -1.9767
C: -0.3898 2.6780 -1.7917
C: -0.6624 3.4984 -2.8763
C: -0.6366 2.9966 -4.1691
C: -0.3256 1.6648 -4.4067
C: -0.3110 1.0926 -5.7968
C: -0.0335 0.8809 -3.2914
N: 0.2668 -0.5114 -3.5081
C: 1.4304 -0.9530 -3.8172
C: 2.6365 -0.1035 -3.9619
C: 1.5032 -2.4391 -4.0300
C: 2.7921 -3.0797 -4.3856
N: 0.3943 -3.0706 -3.8736
C: 0.2975 -4.4974 -4.0383
C: 0.4694 -5.2967 -2.9085
C: 0.8008 -4.6991 -1.5694
C: 0.3184 -6.6682 -3.0806
C: 0.0032 -7.1968 -4.3246
C: -0.1669 -6.3668 -5.4239
C: -0.0238 -4.9889 -5.3038
C: -0.2126 -4.0693 -6.4782
H: 0.1537 0.9652 0.1201
H: 1.1760 -0.0505 -0.8857
H: -0.5583 -0.3762 -0.7665
H: -0.4249 3.0779 -0.7868
H: -0.9057 4.5394 -2.7120
H: -0.8665 3.6429 -5.0062
H: -0.6780 1.8233 -6.5133
H: -0.9482 0.2072 -5.8760
H: 0.6969 0.8104 -6.1127
H: 2.4167 0.9362 -3.7386
H: 3.0209 -0.1814 -4.9822
H: 3.4254 -0.4624 -3.2970
H: 3.1798 -2.6387 -5.3072
H: 2.6880 -4.1527 -4.5140
H: 3.5305 -2.8774 -3.6057
H: 0.0614 -3.9532 -1.2622
H: 1.7778 -4.2098 -1.5754
H: 0.8278 -5.4694 -0.8026
H: 0.4497 -7.3249 -2.2304
H: -0.1091 -8.2666 -4.4390
H: -0.4119 -6.7902 -6.3893
H: -0.5262 -4.6284 -7.3561
H: 0.7120 -3.5476 -6.7376
H: -0.9752 -3.3097 -6.2815
N: 3.8293 10.9684 18.0909
C: 4.6347 9.7043 18.1758
C: 4.6983 9.0788 16.7559
N: 3.7103 9.7054 15.8775
H: 3.1303 11.0445 18.8262
H: 3.3832 10.8875 17.1304
H: 4.3994 11.8127 18.1184
H: 4.1071 9.0492 18.8634
H: 5.6210 9.9190 18.5739
H: 4.5601 8.0048 16.8582
H: 5.6885 9.2437 16.3367
H: 4.1069 9.9874 14.9921
H: 2.9239 9.1015 15.6736

Entry 2:
Computed, not measured: one molecule with the formula C4H6N2O, with ωB97M-V/def2-TZVPD.

Calculated values
E: -340.7424 Ha
Total charge: 0
Orbital gap: 10.5 eV
SMILES: O=C1NC[C@H]2CN12
Molecular weight: 98.10 g/mol
Relative energy (zero: lowest compared OMol25 entry of this formula, charge and spin): 1.429 eV
Spin multiplicity: 1

Element x y z (Å)
O: -2.2788 -0.6323 -1.1951
C: -1.3107 -0.1562 -0.6558
N: -1.2753 0.4970 0.5575
C: 0.0644 0.4942 1.1161
C: 0.8833 0.4528 -0.1763
C: 1.1436 -0.8596 -0.8071
N: 0.0027 -0.0447 -1.2237
H: -2.1190 0.6086 1.0964
H: 0.2352 -0.3936 1.7446
H: 0.2712 1.3826 1.7168
H: 1.4637 1.3320 -0.4389
H: 1.9067 -0.9285 -1.5795
H: 1.0197 -1.7621 -0.2105

Entry 3:
Computed, not measured: one molecule with the formula CH3NO3S, with ωB97M-V/def2-TZVPD.

Calculated values
E: -718.3551 Ha
Total charge: 0
Orbital gap (alpha / beta): 6.8 / 6.8 eV
Molecular weight: 109.11 g/mol
Relative energy (zero: lowest compared OMol25 entry of this formula, charge and spin): 5.878 eV
Spin multiplicity: 1

Element x y z (Å)
C: -1.1697 -0.4037 1.2639
N: 1.2449 -0.3859 -1.9328
O: -0.5105 1.8913 0.1535
O: 1.3972 0.3156 0.6170
O: 0.1160 -0.0205 -1.5329
S: 0.0014 0.5613 0.4424
H: -0.7917 -1.3717 1.3239
H: -2.1547 -0.0288 0.8276
H: 1.8671 -0.5576 -1.1626

spin multiplicity of number 1 (C31H37AuCl2N5O)?
1

The highest total charge belongs to which entry?
C31H37AuCl2N5O

Among the records above, which one has the lowest relative energy (zero: lowest compared OMol25 entry of this formula, charge and spin)?
C31H37AuCl2N5O

The lowest E belongs to which entry?
C31H37AuCl2N5O